1.
Here is 3 unconnected molecules or ions with the total composition C13H18BO11PS in a non-equilibrium geometry from the Open Molecules 2025 dataset. Energies are from ωB97M-V with the def2-TZVPD basis set.

Positions of all 45 atoms, in Å:
C  -0.488  1.303  -0.492
O  -0.552  2.671  -0.124
B  -1.657  3.428  -0.561
O  -2.377  4.207  0.369
C  -1.993  3.285  -2.145
C  -1.154  3.507  -3.232
P  0.518  4.299  -3.251
S  0.192  6.000  -2.275
C  -1.953  2.846  -4.405
O  -1.328  2.057  -5.075
O  -3.338  2.689  -4.208
C  -3.354  2.998  -2.819
O  -4.352  3.570  -2.438
H  -0.666  0.570  0.354
H  -1.171  0.936  -1.314
H  0.552  1.065  -0.855
H  -2.104  5.132  0.242
H  1.608  3.601  -2.701
H  0.672  4.801  -4.579
C  4.703  0.438  -0.001
C  3.561  0.415  0.990
C  3.830  -0.424  2.204
O  2.516  -0.802  2.603
C  1.749  -0.806  1.483
O  0.643  -1.260  1.422
O  2.408  -0.228  0.437
H  4.942  -0.570  -0.348
H  4.426  1.016  -0.885
H  5.597  0.880  0.441
H  3.279  1.437  1.263
H  4.332  0.132  2.996
H  4.401  -1.332  1.988
C  -1.664  -2.851  2.410
C  -1.380  -4.317  2.180
C  -1.745  -4.800  0.806
O  -2.000  -6.186  1.032
C  -2.409  -6.302  2.325
O  -2.886  -7.286  2.796
O  -2.204  -5.143  3.009
H  -2.724  -2.627  2.259
H  -1.431  -2.576  3.440
H  -1.072  -2.228  1.741
H  -0.334  -4.539  2.419
H  -0.937  -4.666  0.087
H  -2.656  -4.340  0.411

Values from the calculation:
Total charge: 0
Frontier orbital gap: 7.75 eV
SMILES: COB(O)C1=C([PH2]=S)C(=O)OC1=O.C[C@@H]1COC(=O)O1.C[C@@H]1COC(=O)O1
Strongest force on any atom: 5.0 eV/Å
DFT total energy: -2098.22238 Ha
HOMO level: -9.290 eV
Lowest unoccupied orbital energy: -1.54 eV

Löwdin atomic charge list, values in e, 6 entries:
1 C -0.088
2 O 0.012
3 B -0.538
4 O 0.146
5 C 0.023
6 C -0.252

---

2.
Here is 2 unconnected molecules or ions with the total composition C6H11N2 in a non-equilibrium geometry from the Open Molecules 2025 dataset. Energies are from ωB97M-V with the def2-TZVPD basis set.

Positions of all 19 atoms, in Å:
C  2.821  -0.474  -0.938
C  3.334  -0.429  0.110
C  -1.210  3.137  0.029
C  -0.673  -0.513  -1.067
C  -0.220  -1.256  1.432
C  0.062  -0.243  0.280
N  -0.782  2.019  0.278
N  -0.213  1.084  0.731
H  2.271  -0.505  -1.929
H  3.857  -0.295  1.100
H  -2.265  3.457  0.065
H  -0.585  3.709  -0.699
H  -0.122  -1.282  -1.513
H  -1.638  -1.020  -0.895
H  -0.429  0.342  -1.767
H  -0.360  -2.288  1.325
H  -1.232  -0.928  1.749
H  0.383  -1.195  2.321
H  1.214  -0.350  0.084

Values from the calculation:
Total charge: +1
Frontier orbital gap: 8.86 eV
Strongest force on any atom: 5.9 eV/Å
DFT total energy: -344.24304 Ha
HOMO level: -14.079 eV
Lowest unoccupied orbital energy: -5.22 eV

Löwdin atomic charge list, values in e, 6 entries:
1 C -0.025
2 C 0.011
3 C 0.134
4 C -0.036
5 C -0.017
6 C -0.378

---

3.
Here is a single C20H22N4O6S molecule in a non-equilibrium geometry from the Open Molecules 2025 dataset. Energies are from ωB97M-V with the def2-TZVPD basis set.

Positions of all 53 atoms, in Å:
C  3.447  5.733  -2.595
O  2.546  5.345  -1.590
C  2.554  4.046  -1.180
C  3.397  3.060  -1.662
C  3.322  1.762  -1.178
C  2.393  1.432  -0.206
N  2.353  0.106  0.255
C  1.419  -0.504  1.033
O  0.445  0.053  1.492
C  1.742  -1.985  1.259
C  1.515  -2.788  -0.031
C  0.024  -2.846  -0.358
N  -0.673  -3.450  0.749
S  -2.104  -4.185  0.390
O  -2.638  -4.751  1.587
O  -1.871  -5.039  -0.740
C  -3.202  -2.879  -0.193
C  -3.613  -2.872  -1.491
C  -4.477  -1.874  -2.011
C  -4.952  -0.858  -1.237
C  -4.541  -0.829  0.111
N  -4.803  0.008  1.097
O  -4.140  -0.445  2.153
N  -3.444  -1.548  1.911
C  -3.656  -1.845  0.643
C  -0.570  -2.711  1.987
C  0.899  -2.590  2.388
C  1.541  2.416  0.296
C  1.614  3.713  -0.178
O  0.832  4.735  0.255
C  -0.098  4.477  1.280
H  3.259  6.791  -2.765
H  4.488  5.598  -2.279
H  3.277  5.181  -3.526
H  4.128  3.287  -2.422
H  3.993  1.010  -1.569
H  3.109  -0.468  -0.092
H  2.801  -2.051  1.539
H  2.053  -2.349  -0.873
H  1.876  -3.806  0.119
H  -0.158  -3.474  -1.231
H  -0.353  -1.830  -0.558
H  -3.268  -3.671  -2.130
H  -4.763  -1.939  -3.049
H  -5.615  -0.096  -1.613
H  -1.139  -3.262  2.734
H  -0.998  -1.707  1.886
H  0.966  -1.961  3.276
H  1.291  -3.580  2.625
H  0.828  2.142  1.052
H  -0.593  5.427  1.470
H  0.398  4.136  2.195
H  -0.841  3.734  0.975

Values from the calculation:
Total charge: 0
Frontier orbital gap: 6.92 eV
SMILES: COc1ccc(NC(=O)C2CCN(S(=O)(=O)c3cccc4nonc34)CC2)cc1OC
Strongest force on any atom: 1.8 eV/Å
DFT total energy: -1843.88069 Ha
HOMO level: -7.846 eV
Lowest unoccupied orbital energy: -0.93 eV

Löwdin atomic charge list, values in e, 6 entries:
1 C -0.087
2 O -0.067
3 C -0.206
4 C -0.020
5 C -0.037
6 C -0.220

---

4.
Here is 10 unconnected molecules or ions with the total composition C24H51BNO38S9 in a non-equilibrium geometry from the Open Molecules 2025 dataset. Energies are from ωB97M-V with the def2-TZVPD basis set.

Positions of all 124 atoms, in Å:
C  -2.601  0.223  2.320
C  -2.555  1.667  1.839
B  -1.355  2.480  2.374
O  -0.302  1.895  3.000
C  -1.385  4.086  2.120
C  -0.187  4.630  1.316
O  0.225  5.886  1.838
C  -0.821  6.808  2.017
C  -1.926  6.289  2.970
N  -1.520  4.910  3.376
H  -1.762  -0.374  1.961
H  -3.523  -0.219  1.957
H  -2.575  0.173  3.406
H  -3.450  2.224  2.142
H  -2.491  1.751  0.743
H  -0.061  2.271  3.852
H  -2.272  4.317  1.532
H  0.644  3.932  1.339
H  -0.500  4.759  0.277
H  -1.279  7.144  1.083
H  -0.369  7.683  2.476
H  -2.900  6.210  2.497
H  -2.054  6.900  3.860
H  -0.635  4.971  3.882
H  -2.206  4.467  3.990
C  3.622  -1.203  0.454
C  2.195  -1.473  0.032
O  1.489  -1.638  1.278
S  2.139  -0.701  2.397
O  1.378  0.494  2.505
O  2.419  -1.497  3.536
O  3.500  -0.375  1.625
H  4.135  -2.124  0.733
H  4.192  -0.692  -0.314
H  2.099  -2.364  -0.582
H  1.762  -0.621  -0.498
C  7.796  -4.706  0.249
C  7.326  -3.525  1.068
O  7.327  -2.430  0.133
S  6.964  -2.978  -1.322
O  5.575  -2.760  -1.552
O  7.951  -2.520  -2.236
O  7.180  -4.516  -1.036
H  8.879  -4.698  0.114
H  7.490  -5.660  0.669
H  7.977  -3.303  1.908
H  6.305  -3.668  1.427
C  6.946  -0.073  -5.160
C  5.923  -1.081  -4.689
O  4.655  -0.463  -4.988
S  4.795  0.421  -6.309
O  4.324  -0.313  -7.425
O  4.292  1.722  -6.024
O  6.382  0.469  -6.367
H  7.069  0.739  -4.442
H  7.913  -0.521  -5.366
H  6.005  -1.298  -3.629
H  5.991  -2.011  -5.256
C  -2.054  -3.920  3.572
C  -3.131  -4.897  3.994
O  -4.356  -4.273  3.572
S  -4.103  -3.443  2.234
O  -4.482  -4.223  1.112
O  -4.579  -2.121  2.420
O  -2.507  -3.419  2.305
H  -1.978  -3.081  4.265
H  -1.080  -4.388  3.462
H  -3.147  -5.069  5.066
H  -3.037  -5.852  3.474
C  -5.649  0.915  7.565
C  -6.172  0.082  6.415
O  -5.515  0.637  5.261
S  -4.072  1.148  5.656
O  -3.100  0.174  5.310
O  -3.921  2.490  5.194
O  -4.265  1.144  7.233
H  -6.151  1.882  7.623
H  -5.725  0.409  8.522
H  -7.250  0.145  6.302
H  -5.877  -0.965  6.505
C  8.528  -8.172  -3.975
C  7.109  -8.466  -4.411
O  6.388  -8.613  -3.178
S  7.008  -7.650  -2.069
O  6.257  -6.449  -1.987
O  7.281  -8.415  -0.905
O  8.377  -7.325  -2.824
H  9.050  -9.079  -3.667
H  9.107  -7.663  -4.740
H  7.029  -9.371  -5.004
H  6.677  -7.629  -4.963
C  -3.642  -0.620  -1.130
C  -3.467  -0.829  -2.617
O  -4.478  0.006  -3.212
S  -4.716  1.294  -2.308
O  -3.956  2.387  -2.787
O  -6.112  1.407  -2.066
O  -3.976  0.771  -0.999
H  -4.476  -1.200  -0.730
H  -2.743  -0.845  -0.563
H  -3.597  -1.864  -2.918
H  -2.495  -0.469  -2.955
C  -8.073  4.189  -2.092
C  -6.953  5.134  -1.730
O  -7.603  6.403  -1.557
S  -9.076  6.178  -0.976
O  -9.051  6.357  0.433
O  -9.991  6.885  -1.794
O  -9.179  4.615  -1.277
H  -8.359  4.291  -3.140
H  -7.826  3.153  -1.882
H  -6.191  5.200  -2.501
H  -6.487  4.855  -0.782
C  0.728  2.895  -4.614
C  1.624  2.783  -3.401
O  0.712  2.834  -2.287
S  -0.669  2.149  -2.694
O  -0.669  0.802  -2.222
O  -1.731  3.021  -2.361
O  -0.438  2.124  -4.264
H  0.416  3.925  -4.794
H  1.188  2.493  -5.511
H  2.348  3.587  -3.334
H  2.143  1.830  -3.373

Values from the calculation:
Total charge: +1
Frontier orbital gap: 9.66 eV
Strongest force on any atom: 2.0 eV/Å
DFT total energy: -7467.09113 Ha
HOMO level: -12.144 eV
Lowest unoccupied orbital energy: -2.48 eV

Löwdin atomic charge list, values in e, 6 entries:
1 C -0.090
2 C -0.128
3 B -0.442
4 O 0.142
5 C -0.121
6 C -0.112